Run one
Entry from the OMol25 dataset: a gas-phase ion, C4H11N2O2 (charge +1) (ωB97M-V with the def2-TZVPD basis set).

Geometry as ORCA input:
```
! wB97M-V def2-TZVPD RIJCOSX def2/J DEFGRID3
* xyz 1 1
O -1.7004 1.7313 1.7323
O -0.3492 -1.8292 -0.3700
N 1.4413 -1.2628 0.9637
N -0.2832 0.0795 -2.1611
C -0.8206 0.7363 1.3084
C 0.4967 0.3072 -0.9882
C 0.7375 -1.1774 -0.2947
C -0.3629 1.2027 -0.0491
H -1.3385 -0.2322 1.1390
H 2.3736 -1.6494 0.8064
H -0.0399 0.3925 1.9950
H 0.1305 0.1823 -3.0791
H -1.9766 1.7002 2.6645
H -0.0188 2.2384 -0.1097
H -1.3278 1.2803 -0.5641
H -0.8475 -0.7544 -2.0153
H 1.4574 -1.5773 -1.0785
H 1.4633 0.6889 -1.3046
H 0.9651 -2.0571 1.4054
*
```

The calculation puts the orbital gap at 5.45 eV. The calculation puts the highest occupied orbital energy at -14.0 eV.

Run two
Entry from the OMol25 dataset: a gas-phase ion, C4H11N2O2 (charge +1) (ωB97M-V with the def2-TZVPD basis set).

Geometry as ORCA input:
```
! wB97M-V def2-TZVPD RIJCOSX def2/J DEFGRID3
* xyz 1 1
O 1.1126 -0.0905 -2.4484
O 1.0075 1.2167 1.6136
N -0.4721 1.0178 -1.0474
N 0.3106 -0.5705 -0.1429
C -0.7574 0.4908 0.1862
C 0.0854 -0.2424 -1.6190
C 0.1981 -1.9214 0.3580
C -0.4007 1.2352 1.4392
H -1.7543 -0.1054 0.3948
H -0.8911 0.7952 2.1907
H 0.4307 -1.8122 1.4731
H -1.1361 1.5133 -1.7044
H -0.9827 -2.1682 0.1529
H -0.6244 -1.0437 -2.1049
H 1.1607 -0.0218 0.2530
H 1.1906 1.4032 2.5134
H 0.7594 -2.7338 -0.2108
H -0.7744 2.2684 1.3125
H 1.5376 0.7694 -2.6098
*
```

The calculation puts the orbital gap at 11.77 eV. The calculation puts the highest occupied orbital energy at -14.5 eV.

Run three
Entry from the OMol25 dataset: a gas-phase ion, C4H11N2O2 (charge +1) (ωB97M-V with the def2-TZVPD basis set).

Geometry as ORCA input:
```
! wB97M-V def2-TZVPD RIJCOSX def2/J DEFGRID3
* xyz 1 1
O -2.0028 -1.1308 0.9621
O -0.1368 -1.3722 2.1439
N -1.0942 0.4577 -0.8831
N 1.0230 1.4903 -2.0756
C -0.2759 0.3563 0.3260
C -0.8423 -0.8481 1.1735
C 1.2237 0.1506 0.1747
C 1.7856 0.5211 -1.2100
H 1.7370 0.7383 0.9334
H 2.7732 0.9558 -1.0424
H 0.8838 2.4133 -1.6655
H 1.5536 1.6210 -2.9413
H -0.5692 -2.1465 2.5335
H -0.5432 1.1956 0.9787
H 1.5496 -0.8929 0.3900
H -2.0373 0.6665 -0.5925
H 1.9777 -0.3577 -1.8441
H 0.0648 1.1241 -2.2161
H -1.0277 -0.4271 -1.3752
*
```

The calculation puts the orbital gap at 10.32 eV. The calculation puts the highest occupied orbital energy at -13.8 eV.

run three has the most favorable energy; the next structure is 234.8 kJ/mol above.

Run one
Entry from the OMol25 dataset: 2 unconnected molecules or ions with the total composition C6H14NS (ωB97M-V with the def2-TZVPD basis set).

Geometry as ORCA input:
```
! wB97M-V def2-TZVPD RIJCOSX def2/J DEFGRID3
* xyz -1 1
S -0.1804 0.4009 -1.2068
N -1.0619 2.6013 -3.4036
C 0.0643 -2.5129 0.5318
C 0.2888 -0.6855 2.2832
C 0.1649 2.7690 -2.6160
C 0.0721 2.2125 -1.1980
C 0.1654 -2.1425 1.9823
C 0.2276 -3.0751 2.9305
H 1.1633 -0.2947 1.7497
H -0.8907 -2.2268 0.0911
H -0.7383 2.7178 -0.6540
H 0.9707 2.4929 -0.6366
H -0.4858 -0.1004 1.7884
H -1.3214 1.6215 -3.2749
H 0.3264 -0.4942 3.3550
H -1.8032 3.1355 -2.9578
H 0.4097 3.8396 -2.6020
H 0.7956 -1.9381 -0.0409
H 0.2468 -4.1280 2.6710
H 0.3912 -2.8399 3.9774
H 0.2391 -3.5771 0.3644
H 0.9558 2.2244 -3.1344
*
```

The calculation puts the orbital gap at 6.36 eV. The calculation puts the highest occupied orbital energy at -2.7 eV.

Run two
Entry from the OMol25 dataset: 3 unconnected molecules or ions with the total composition C6H14NS (ωB97M-V with the def2-TZVPD basis set).

Geometry as ORCA input:
```
! wB97M-V def2-TZVPD RIJCOSX def2/J DEFGRID3
* xyz -1 1
S 1.4109 -2.1620 -1.8767
N 0.3683 0.2197 1.3073
C 0.9466 0.9861 -0.8072
C -1.7890 1.3690 0.8288
C 1.4216 -1.4104 -0.2101
C -0.6368 1.0242 1.5562
C -2.6593 2.5108 1.2624
C 0.4819 -0.2118 -0.0881
H -3.7190 2.3239 1.0717
H 0.7551 0.9520 -1.8781
H -2.4233 3.4318 0.7332
H -2.5612 2.6702 2.3434
H -2.0053 0.8592 -0.1033
H -0.4768 -0.5394 -0.5296
H -0.6435 1.5120 2.5432
H -2.2312 -2.2568 0.2531
H 1.1400 -2.1363 0.5566
H 0.1619 1.7924 -0.3674
H -0.4016 2.4855 -0.0583
H 2.4386 -1.0815 0.0456
H 1.9489 1.2930 -0.5094
H -1.5925 -2.6187 0.0854
*
```

The calculation puts the orbital gap at 4.68 eV. The calculation puts the highest occupied orbital energy at -2.4 eV.

run one has the most favorable energy; the next structure is 529.0 kJ/mol above.

Run one
Entry from the OMol25 dataset: 2 unconnected molecules or ions with the total composition C12H16N2O (ωB97M-V with the def2-TZVPD basis set).

Geometry as ORCA input:
```
! wB97M-V def2-TZVPD RIJCOSX def2/J DEFGRID3
* xyz 0 1
O -1.1981 0.2976 3.3455
N -0.5636 -3.0420 -0.9846
N 0.7758 -2.1274 0.5192
C -0.6860 0.8815 2.2370
C -0.1638 -1.7732 -1.4466
C 1.0207 3.1256 -0.9940
C -0.1543 -1.5746 -2.9202
C -1.4891 1.5386 1.2915
C 0.0245 -3.2098 0.1514
C 0.3884 -0.1855 -3.2966
C 1.2367 1.6054 1.0139
C -0.9396 2.0965 0.1641
C 0.5006 -1.1682 -0.4299
C 0.6898 0.9348 2.1028
C 0.4583 2.1548 0.0133
H 0.2569 0.0420 -4.3618
H -0.1785 0.5919 -2.7857
H 1.4824 -1.9824 1.2163
H 1.2706 0.4459 2.8724
H 0.7193 4.1431 -0.7274
H -1.5714 2.4239 -0.6432
H 2.1011 3.2383 -0.9698
H 0.4602 -2.3434 -3.3763
H -0.1378 -3.9946 0.8778
H -2.5592 1.3879 1.4101
H 1.4708 -0.2032 -3.2033
H 2.2921 1.8535 1.0967
H 0.6205 2.9210 -1.9823
H 0.8268 -0.1482 -0.3386
H -2.1458 0.3812 3.4776
H -1.1486 -1.6671 -3.3389
*
```

The calculation puts the orbital gap at 8.88 eV. The calculation puts the highest occupied orbital energy at -8.2 eV.

Run two
Entry from the OMol25 dataset: C12H16N2O in the gas phase (ωB97M-V with the def2-TZVPD basis set).

Geometry as ORCA input:
```
! wB97M-V def2-TZVPD RIJCOSX def2/J DEFGRID3
* xyz 0 1
O -0.0718 -2.5491 -0.3109
N -2.4071 1.0642 -0.7604
N 0.5702 -0.3099 -0.1274
C -3.5918 1.3314 -1.6160
C 1.8858 -1.4828 1.6234
C 0.0664 0.9259 -0.6505
C 3.0871 -1.6042 2.3634
C -0.1739 -1.3737 -0.6016
C 2.7561 0.4911 0.5055
C 4.1097 -0.6811 2.2078
C 3.9347 0.3825 1.3039
C -1.1282 -0.8750 -1.6912
C -1.2199 0.6064 -1.4659
C -2.7319 0.5332 0.5758
C 1.7074 -0.4176 0.6947
H 0.8295 1.3760 -1.2762
H 5.0311 -0.8462 2.7876
H -1.2094 1.0807 -2.4587
H -3.4500 1.1448 1.0831
H -4.3010 1.9840 -1.1053
H -3.2084 -0.4339 0.5005
H 4.7038 1.1116 1.1403
H -4.1560 0.4130 -1.8705
H 2.7144 1.3238 -0.2205
H 1.0954 -2.2091 1.8165
H -0.6697 -1.1724 -2.6773
H -2.0963 -1.3059 -1.5974
H -1.8681 0.4701 1.1807
H 3.2223 -2.4631 3.0304
H -3.2796 1.8488 -2.5436
H -0.1509 1.6366 0.1600
*
```

The calculation puts the orbital gap at 9.07 eV. The calculation puts the highest occupied orbital energy at -8.3 eV.

run two has the most favorable energy; the next structure is 63.4 kJ/mol above.